[1]
{
  "formula": "C4H6O2",
  "method": "ωB97M-V/def2-TZVPD",
  "orbital_gap_ev": 11.192,
  "lumo_energy_ha": 0.0389,
  "multiplicity": 1,
  "elements": ["O", "C", "C", "C", "C", "O", "H", "H", "H", "H", "H", "H"],
  "positions_angstrom": [[-0.71, 0.17, -1.44], [-0.75, -0.82, -0.50], [-0.57, -0.21, 0.89], [0.52, 0.80, 0.50], [0.81, 0.22, -0.88], [0.84, -1.14, -0.80], [-1.45, -1.65, -0.65], [-0.23, -0.99, 1.57], [-1.48, 0.25, 1.28], [0.14, 1.82, 0.39], [1.38, 0.80, 1.17], [1.52, 0.73, -1.55]]
}

[2]
{
  "formula": "C4H6O2",
  "method": "ωB97M-V/def2-TZVPD",
  "orbital_gap_ev": 10.808,
  "lumo_energy_ha": 0.0331,
  "multiplicity": 1,
  "elements": ["O", "C", "C", "C", "C", "O", "H", "H", "H", "H", "H", "H"],
  "positions_angstrom": [[-0.94, 1.20, 2.05], [-0.11, 0.35, 1.82], [-0.08, -0.36, 0.51], [-0.53, 0.37, -0.73], [0.68, -0.38, -1.30], [1.26, -0.57, 0.01], [0.66, 0.05, 2.55], [-0.60, -1.32, 0.58], [-0.38, 1.46, -0.64], [-1.50, 0.18, -1.18], [1.08, 0.39, -1.93], [0.46, -1.36, -1.74]]
}

[3]
{
  "formula": "C4H6O2",
  "method": "ωB97M-V/def2-TZVPD",
  "orbital_gap_ev": 10.452,
  "lumo_energy_ha": 0.0336,
  "multiplicity": 1,
  "smiles": "O=C1CCOC1",
  "elements": ["O", "C", "C", "C", "O", "C", "H", "H", "H", "H", "H", "H"],
  "positions_angstrom": [[-1.78, 1.57, -0.23], [-0.87, 0.77, -0.07], [-0.05, 0.03, -1.17], [0.85, -0.86, -0.22], [1.12, -0.07, 0.95], [-0.20, 0.39, 1.25], [-0.57, -0.43, -2.02], [0.55, 0.92, -1.65], [0.39, -1.83, 0.23], [1.82, -1.23, -0.66], [-0.38, 1.22, 2.04], [-0.87, -0.49, 1.55]]
}

[4]
{
  "formula": "C4H6O2",
  "method": "ωB97M-V/def2-TZVPD",
  "orbital_gap_ev": 10.890,
  "lumo_energy_ha": 0.0326,
  "multiplicity": 1,
  "smiles": "O=CCCC=O",
  "elements": ["O", "C", "C", "C", "C", "O", "H", "H", "H", "H", "H", "H"],
  "positions_angstrom": [[-2.30, 0.10, 1.41], [-1.37, -0.38, 0.82], [-0.02, 0.30, 0.72], [0.21, 0.67, -0.76], [1.38, -0.04, -1.39], [2.05, -0.86, -0.82], [-1.49, -1.34, 0.28], [0.78, -0.34, 1.06], [-0.21, 1.20, 1.29], [-0.66, 0.43, -1.37], [0.38, 1.75, -0.86], [1.63, 0.19, -2.44]]
}

[5]
{
  "formula": "C4H6O2",
  "method": "ωB97M-V/def2-TZVPD",
  "orbital_gap_ev": 10.228,
  "lumo_energy_ha": 0.0320,
  "multiplicity": 1,
  "elements": ["C", "C", "O", "C", "C", "O", "H", "H", "H", "H", "H", "H"],
  "positions_angstrom": [[-1.39, -0.27, 0.55], [0.09, -0.50, 0.37], [0.49, -1.53, -0.20], [0.99, 0.59, 0.61], [0.86, 0.28, -1.39], [0.03, 0.80, -2.05], [-1.68, 0.78, 0.61], [-1.69, -0.78, 1.47], [-1.93, -0.74, -0.28], [0.59, 1.46, 1.17], [2.03, 0.38, 0.85], [1.61, -0.47, -1.72]]
}

[6]
{
  "formula": "C4H6O2",
  "method": "ωB97M-V/def2-TZVPD",
  "orbital_gap_ev": 10.497,
  "lumo_energy_ha": 0.0115,
  "multiplicity": 1,
  "smiles": "CC(C=O)C=O",
  "elements": ["C", "C", "C", "O", "C", "O", "H", "H", "H", "H", "H", "H"],
  "positions_angstrom": [[0.61, 0.69, 0.89], [-0.40, 0.34, -0.21], [0.46, -0.22, -1.32], [0.59, 0.25, -2.42], [-1.24, -0.81, 0.30], [-0.92, -1.45, 1.27], [0.85, 1.76, 0.89], [0.20, 0.24, 1.81], [1.55, 0.15, 0.74], [-1.00, 1.17, -0.60], [1.05, -1.10, -0.96], [-2.14, -1.08, -0.28]]
}

[7]
{
  "formula": "C4H6O2",
  "method": "ωB97M-V/def2-TZVPD",
  "orbital_gap_ev": 10.809,
  "lumo_energy_ha": 0.0369,
  "multiplicity": 1,
  "smiles": "C1=CC1.O=CO",
  "elements": ["C", "C", "C", "H", "H", "H", "H", "O", "C", "O", "H", "H"],
  "positions_angstrom": [[0.90, 0.62, 0.77], [0.15, 0.15, 1.72], [1.11, -0.83, 1.10], [1.20, 1.44, 0.13], [-0.60, 0.32, 2.48], [0.74, -1.60, 0.42], [2.00, -1.12, 1.65], [-0.01, 0.87, -2.07], [-1.06, 0.27, -2.06], [-1.68, -0.18, -0.97], [-1.63, 0.01, -2.96], [-1.14, 0.07, -0.20]]
}

[8]
{
  "formula": "C4H6O2",
  "method": "ωB97M-V/def2-TZVPD",
  "orbital_gap_ev": 11.455,
  "lumo_energy_ha": 0.0326,
  "multiplicity": 1,
  "elements": ["C", "C", "C", "C", "O", "O", "H", "H", "H", "H", "H", "H"],
  "positions_angstrom": [[-1.62, -0.09, 0.23], [-0.22, -0.24, -0.32], [0.91, 0.79, -0.01], [1.71, -0.49, 0.04], [2.81, -0.84, -0.23], [0.61, -1.28, 0.29], [-1.62, 0.14, 1.30], [-2.21, -1.00, 0.08], [-2.11, 0.72, -0.31], [-0.27, -0.48, -1.39], [1.28, 1.59, -0.66], [0.73, 1.19, 0.99]]
}

[9]
{
  "formula": "C4H6O2",
  "method": "ωB97M-V/def2-TZVPD",
  "orbital_gap_ev": 10.185,
  "lumo_energy_ha": 0.0124,
  "multiplicity": 1,
  "smiles": "C=C(C=O)CO",
  "elements": ["C", "C", "C", "O", "C", "O", "H", "H", "H", "H", "H", "H"],
  "positions_angstrom": [[1.15, 1.00, -0.07], [0.22, 0.07, -0.17], [0.37, -1.05, -1.33], [1.22, -0.97, -2.17], [-0.86, -0.38, 0.71], [-1.03, 0.68, 1.76], [1.14, 1.73, 0.72], [1.90, 1.08, -0.85], [-0.37, -1.87, -1.35], [-0.59, -1.27, 1.28], [-1.80, -0.51, 0.16], [-1.35, 1.49, 1.33]]
}

[10]
{
  "formula": "C4H6O2",
  "method": "ωB97M-V/def2-TZVPD",
  "orbital_gap_ev": 10.111,
  "lumo_energy_ha": 0.0205,
  "multiplicity": 1,
  "smiles": "CC(=O)CC=O",
  "elements": ["C", "C", "O", "C", "C", "O", "H", "H", "H", "H", "H", "H"],
  "positions_angstrom": [[1.73, 0.43, -0.79], [0.50, 0.34, 0.25], [0.18, 1.51, 0.32], [-0.66, -0.50, 1.00], [-1.79, -0.66, -0.02], [-2.25, -1.72, -0.37], [1.35, 0.17, -1.78], [2.60, -0.15, -0.52], [2.04, 1.49, -0.88], [-0.53, -1.45, 1.53], [-1.02, 0.25, 1.72], [-2.15, 0.30, -0.45]]
}

[11]
{
  "formula": "C4H6O2",
  "method": "ωB97M-V/def2-TZVPD",
  "orbital_gap_ev": 10.722,
  "lumo_energy_ha": 0.0280,
  "multiplicity": 1,
  "smiles": "OCC#CCO",
  "elements": ["O", "C", "C", "C", "C", "O", "H", "H", "H", "H", "H", "H"],
  "positions_angstrom": [[2.02, 1.40, 1.05], [2.08, 0.29, 0.17], [0.74, -0.16, -0.20], [-0.42, -0.48, -0.28], [-1.86, -0.80, -0.32], [-2.67, 0.35, -0.44], [1.27, 1.24, 1.64], [2.62, -0.56, 0.63], [2.66, 0.61, -0.70], [-2.06, -1.53, -1.12], [-2.13, -1.28, 0.63], [-2.25, 0.93, -1.08]]
}

[12]
{
  "formula": "C4H6O2",
  "method": "ωB97M-V/def2-TZVPD",
  "orbital_gap_ev": 9.864,
  "lumo_energy_ha": 0.0143,
  "multiplicity": 1,
  "elements": ["C", "C", "C", "O", "O", "C", "H", "H", "H", "H", "H", "H"],
  "positions_angstrom": [[-1.41, -0.36, 1.46], [1.42, 0.37, -1.04], [-0.42, -0.09, 0.43], [2.30, 1.33, -1.32], [1.21, -0.53, -1.86], [0.69, 0.48, 0.20], [-0.18, -0.96, -1.54], [2.28, 1.96, -0.59], [-0.88, -0.92, -0.97], [-2.37, 0.09, 1.21], [-1.53, -1.44, 1.61], [-1.09, 0.07, 2.41]]
}

Results for energy above the lowest of the compared OMol25 structures with the same formula, charge and spin: 60.03, 55.26, 39.58, 27.17, 66.31, 30.61, 66.85, 19.41, 46.57, 54.53, 62.49, 103.02 (in kcal/mol, following the order of the records).